Formula: C18H32IN2O28S7
Source: the Open Molecules 2025 dataset
Level of theory: ωB97M-V/def2-TZVPD

```
! wB97M-V def2-TZVPD RIJCOSX def2/J DEFGRID3
* xyz 1 1
I 2.460 2.031 0.664
C 3.121 0.356 -0.387
C 3.255 0.405 -1.768
C 3.725 -0.760 -2.330
C 4.012 -1.846 -1.489
N 3.841 -1.857 -0.198
N 3.388 -0.720 0.322
H 3.011 1.258 -2.374
H 3.885 -0.828 -3.393
H 4.400 -2.753 -1.925
H 3.240 -0.702 1.336
C -2.247 0.055 -3.348
C -1.402 0.389 -2.139
O -0.269 -0.495 -2.244
S 0.071 -0.740 -3.788
O 1.134 0.140 -4.149
O 0.171 -2.133 -4.007
O -1.282 -0.180 -4.396
H -2.824 -0.857 -3.196
H -2.912 0.864 -3.631
H -1.928 0.224 -1.206
H -1.040 1.418 -2.177
C -2.728 -0.324 2.679
C -3.763 -1.352 3.079
O -4.590 -1.494 1.908
S -3.712 -1.293 0.601
O -3.326 -2.556 0.084
O -4.330 -0.316 -0.226
O -2.433 -0.636 1.301
H -3.122 0.688 2.725
H -1.822 -0.387 3.276
H -4.361 -1.042 3.924
H -3.294 -2.316 3.288
C -7.916 3.124 3.025
C -7.800 1.985 2.039
O -6.380 1.849 1.833
S -5.610 2.208 3.177
O -5.297 1.006 3.874
O -4.587 3.142 2.878
O -6.808 2.925 3.929
H -7.797 4.089 2.536
H -8.850 3.110 3.578
H -8.298 2.196 1.099
H -8.177 1.048 2.454
C -8.015 3.570 -2.233
C -8.995 4.520 -2.889
O -9.605 5.206 -1.785
S -8.546 5.385 -0.605
O -7.969 6.674 -0.671
O -9.133 4.899 0.593
O -7.473 4.320 -1.134
H -8.519 2.686 -1.835
H -7.215 3.263 -2.899
H -9.754 4.008 -3.471
H -8.486 5.256 -3.515
C 7.302 1.038 -3.876
C 6.197 2.069 -3.756
O 6.822 3.190 -3.134
S 8.360 3.283 -3.600
O 8.467 4.209 -4.662
O 9.163 3.371 -2.440
O 8.460 1.801 -4.211
H 7.485 0.532 -2.924
H 7.107 0.299 -4.649
H 5.365 1.726 -3.146
H 5.829 2.374 -4.738
C 4.817 -6.667 0.201
C 5.771 -5.500 0.347
O 6.956 -5.918 -0.334
S 6.561 -6.852 -1.577
O 6.524 -6.058 -2.752
O 7.320 -8.041 -1.502
O 5.051 -7.142 -1.131
H 5.051 -7.466 0.906
H 3.776 -6.378 0.312
H 5.998 -5.269 1.383
H 5.389 -4.604 -0.150
C 4.185 -0.493 6.028
C 3.220 -1.624 6.313
O 2.418 -1.703 5.112
S 3.302 -1.329 3.860
O 3.768 -2.495 3.201
O 2.608 -0.332 3.098
O 4.512 -0.658 4.630
H 3.715 0.483 6.157
H 5.088 -0.544 6.627
H 2.584 -1.432 7.171
H 3.735 -2.576 6.444
*
```

Values from the calculation:
- gap between HOMO and LUMO (Eh) = 0.3079
- HOMO level (eV) = -12.9925

Mulliken population analysis, charges in e, atoms 1 to 4: atom 1 (I): 0.19, atom 2 (C): 0.04, atom 3 (C): -0.34, atom 4 (C): -0.28

---

Formula: C42H39N2O2
Source: the Open Molecules 2025 dataset
Level of theory: ωB97M-V/def2-TZVPD

```
! wB97M-V def2-TZVPD RIJCOSX def2/J DEFGRID3
* xyz 1 1
N -0.696 -3.825 6.137
C -0.102 -3.274 5.282
C 0.574 -2.531 4.272
C 0.942 -1.190 4.447
C 1.444 -0.443 3.365
C 1.321 -0.953 2.065
C 1.080 -0.154 0.779
C 1.933 1.116 0.851
N 3.013 1.412 0.090
C 3.911 0.373 -0.553
C 4.960 1.136 -1.335
C 4.505 2.618 -1.390
C 3.340 2.772 -0.400
C 1.484 2.153 1.777
C 0.160 2.056 2.248
C -0.432 2.926 3.143
C 0.301 4.007 3.619
C 1.643 4.125 3.240
C 2.247 3.196 2.395
C 1.372 -2.366 2.010
C 0.921 -3.155 3.062
H 0.822 -0.737 5.434
H 1.861 0.552 3.586
H 1.523 -0.775 -0.049
H 4.366 -0.265 0.225
H 3.307 -0.263 -1.223
H 5.954 1.065 -0.874
H 5.032 0.737 -2.360
H 5.343 3.308 -1.160
H 4.151 2.869 -2.410
H 2.477 3.241 -0.869
H 3.680 3.418 0.394
H -0.426 1.230 1.835
H -1.494 2.769 3.426
H -0.175 4.732 4.236
H 2.227 4.959 3.614
H 3.344 3.239 2.245
H 1.709 -2.890 1.085
H 0.800 -4.239 2.970
C -1.662 6.061 -5.805
O -0.679 5.097 -5.389
C -0.911 4.374 -4.274
C 0.070 3.434 -3.904
C -0.120 2.634 -2.796
C -1.297 2.686 -2.008
C -1.468 1.760 -0.824
C -0.753 0.569 -0.803
C -0.442 -0.332 0.320
C -0.788 -1.806 -0.026
C -1.510 -2.657 0.848
C -1.461 -4.058 0.704
C -0.782 -4.605 -0.391
C -0.206 -3.769 -1.351
C -0.282 -2.372 -1.185
C -2.469 2.197 0.190
C -2.538 3.563 0.578
C -3.455 4.034 1.473
C -4.374 3.128 2.055
O -5.235 3.647 2.986
C -6.268 2.789 3.545
C -4.339 1.765 1.658
C -3.393 1.300 0.760
C -2.266 3.640 -2.429
C -2.089 4.474 -3.522
H -1.223 6.541 -6.695
H -2.623 5.569 -6.078
H -1.837 6.827 -5.020
H 0.963 3.346 -4.502
H 0.683 1.939 -2.485
H -0.354 0.281 -1.785
H -1.116 -0.088 1.161
H -2.085 -2.240 1.691
H -1.913 -4.715 1.469
H -0.668 -5.699 -0.464
H 0.346 -4.183 -2.190
H 0.121 -1.722 -1.974
H -1.816 4.285 0.158
H -3.484 5.084 1.794
H -6.777 3.415 4.277
H -6.971 2.468 2.762
H -5.821 1.912 4.034
H -5.073 1.093 2.094
H -3.403 0.245 0.445
H -3.208 3.745 -1.858
H -2.862 5.177 -3.792
*
```

Values from the calculation:
- gap between HOMO and LUMO (Eh) = 0.2083
- SMILES = COc1ccc(C(=C[C@@H](c2ccccc2)[C@@H](C(c2ccccc2)=[N+]2CCCC2)c2ccc(C#N)cc2)c2ccc(OC)cc2)cc1
- HOMO level (eV) = -10.0671

Mulliken population analysis, charges in e, atoms 1 to 4: atom 1 (N): -0.52, atom 2 (C): -0.18, atom 3 (C): 0.49, atom 4 (C): -0.82

---

Formula: C7H12BrN2
Source: the Open Molecules 2025 dataset
Level of theory: ωB97M-V/def2-TZVPD

```
! wB97M-V def2-TZVPD RIJCOSX def2/J DEFGRID3
* xyz 1 1
C 0.899 -1.700 0.412
C 0.835 -3.068 0.241
C -1.259 -2.405 0.277
C -0.497 -1.248 0.331
C 0.773 1.407 0.598
C -1.562 2.312 0.703
C -1.163 -0.001 0.209
N -0.479 -3.462 0.149
N -0.669 1.198 0.457
Br -3.067 -0.164 -0.089
H 1.654 -0.983 0.514
H 1.740 -3.614 0.191
H -2.269 -2.651 0.372
H 1.066 0.765 1.319
H 1.193 1.049 -0.270
H 1.138 2.303 0.952
H -2.207 2.661 -0.248
H -2.290 2.070 1.411
H -1.010 3.105 1.221
H 0.794 -0.571 -2.213
H -0.728 -4.453 0.229
H 0.022 -0.483 -2.520
*
```

Values from the calculation:
- gap between HOMO and LUMO (Eh) = 0.3144
- HOMO level (eV) = -12.8734
- ΔE to the lowest compared entry with this formula, charge and spin (eV) = 1.517

Mulliken population analysis, charges in e, atoms 1 to 4: atom 1 (C): -0.60, atom 2 (C): -0.67, atom 3 (C): -1.25, atom 4 (C): 1.32

---

Formula: C4H7NO2
Source: the Open Molecules 2025 dataset
Level of theory: ωB97M-V/def2-TZVPD

```
! wB97M-V def2-TZVPD RIJCOSX def2/J DEFGRID3
* xyz 0 1
C -1.339 -0.977 -0.580
C -0.337 -0.046 0.009
N -0.633 0.855 0.862
O -2.012 0.917 1.040
C 1.102 -0.326 -0.265
C 2.092 0.740 -0.135
O 2.000 -0.288 0.834
H -2.302 -0.502 -0.773
H -0.974 -1.481 -1.479
H -1.458 -1.704 0.229
H -2.118 1.521 1.784
H 1.281 -1.150 -0.959
H 2.983 0.734 -0.760
H 1.715 1.706 0.194
*
```

Values from the calculation:
- gap between HOMO and LUMO (Eh) = 0.3825
- SMILES = C/C(=N\O)[C@H]1CO1
- HOMO level (eV) = -9.4530
- ΔE to the lowest compared entry with this formula, charge and spin (eV) = 3.706

Mulliken population analysis, charges in e, atoms 1 to 4: atom 1 (C): -1.23, atom 2 (C): 0.51, atom 3 (N): -0.45, atom 4 (O): -0.39

---

Formula: C22H29N7S3Ti
Source: the Open Molecules 2025 dataset
Level of theory: ωB97M-V/def2-TZVPD

```
! wB97M-V def2-TZVPD RIJCOSX def2/J DEFGRID3
* xyz 2 3
Ti 0.684 1.368 -0.142
N 3.587 -1.064 2.236
C 2.571 -0.440 1.622
S 2.962 1.062 0.793
N 1.396 -1.015 1.712
N 0.390 -0.375 1.051
C -0.824 -0.796 1.246
C -1.180 -1.908 2.159
C -0.745 -3.205 1.907
C -1.100 -4.236 2.761
C -1.881 -3.976 3.880
C -2.310 -2.683 4.141
C -1.967 -1.652 3.279
C -1.887 -0.060 0.530
C -3.215 -0.468 0.555
C -4.168 0.286 -0.110
C -3.782 1.434 -0.787
C -2.442 1.775 -0.788
N -1.510 1.049 -0.156
H 4.484 -0.619 2.298
H 3.392 -1.870 2.809
H -0.116 -3.405 1.048
H -0.764 -5.244 2.559
H -2.153 -4.782 4.547
H -2.913 -2.476 5.015
H -2.307 -0.643 3.482
H -3.493 -1.362 1.096
H -5.206 -0.018 -0.094
H -4.498 2.057 -1.303
H -2.093 2.664 -1.300
C 2.419 0.144 -4.284
C 2.177 0.830 -2.924
N 1.128 0.111 -2.169
C 1.652 -1.212 -1.766
C 2.265 -1.933 -2.984
N 1.784 -1.216 -4.213
C 0.290 -1.079 -4.169
C -0.047 -0.085 -3.037
H 3.477 0.015 -4.503
H 1.953 0.675 -5.112
H 1.871 1.863 -3.080
H 3.080 0.840 -2.314
H 0.831 -1.785 -1.338
H 2.405 -1.075 -0.993
H 1.957 -2.974 -3.053
H 3.352 -1.888 -2.990
H 2.047 -1.751 -5.040
H -0.119 -2.072 -3.989
H -0.050 -0.732 -5.143
H -0.875 -0.467 -2.442
H -0.341 0.882 -3.445
S 0.891 3.906 -0.934
C 0.339 4.099 0.622
N 0.450 3.061 1.535
C -0.338 3.312 2.756
C -0.408 4.823 2.939
S -0.477 5.469 1.231
H 1.420 2.754 1.681
H 0.120 2.811 3.606
H -1.339 2.905 2.605
H 0.473 5.236 3.428
H -1.300 5.135 3.476
*
```

Values from the calculation:
- gap between HOMO and LUMO (spin up / spin down) (Eh) = 0.2420 / 0.2753
- HOMO level (spin up / spin down) (eV) = -12.1193 / -13.0974
- ΔE to the lowest compared entry with this formula, charge and spin (eV) = 0.000

Mulliken population analysis, charges in e, atoms 1 to 4: atom 1 (Ti): -0.03, atom 2 (N): -0.43, atom 3 (C): 0.67, atom 4 (S): -0.57

---

Formula: C6H5N3O2
Source: the Open Molecules 2025 dataset
Level of theory: ωB97M-V/def2-TZVPD

```
! wB97M-V def2-TZVPD RIJCOSX def2/J DEFGRID3
* xyz 0 1
C 1.940 0.755 0.379
C 0.041 0.218 -0.813
C -1.021 0.008 -1.748
C -2.085 -0.664 -1.187
C -1.321 -0.761 0.915
C -0.170 -0.117 0.498
H 1.940 0.236 2.807
H 1.887 0.948 -1.709
H -0.959 0.241 -2.767
H -2.903 -0.889 -1.875
H -1.593 -0.882 1.927
N 0.940 0.334 1.208
N 1.389 0.693 -0.887
N -2.332 -0.996 0.091
O 1.223 -0.216 2.350
O 3.022 1.094 0.811
*
```

Values from the calculation:
- gap between HOMO and LUMO (Eh) = 0.3412
- SMILES = O=c1[nH]c2ccncc2n1O
- HOMO level (eV) = -8.6342
- ΔE to the lowest compared entry with this formula, charge and spin (eV) = 1.124

Mulliken population analysis, charges in e, atoms 1 to 4: atom 1 (C): 0.26, atom 2 (C): 0.54, atom 3 (C): -0.74, atom 4 (C): -0.20